Molecular formula: C8H20F6O9V
Method: DFT, wB97M-V/def2-TZVPD

Geometry as XYZ:
```
44
Properties=species:S:1:pos:R:3:lowdin_spin:R:1
O 0.073 -1.116 -0.734 -0.4412
V 0.253 -0.636 0.851 1.3837
C 3.095 -2.304 0.490 0.0003
O 3.214 -1.267 -0.521 0.0005
O 2.137 -1.731 1.309 0.0138
C 2.673 -3.654 -0.195 0.0005
F 1.809 -3.545 -1.166 -0.0006
F 3.675 -4.224 -0.765 0.0000
F 2.088 -4.410 0.698 0.0000
C 4.352 -0.370 -0.521 0.0001
C 4.393 0.656 -1.619 0.0001
H 4.311 1.674 -1.237 0.0000
H 5.272 0.574 -2.258 0.0000
H 3.512 0.599 -2.259 0.0000
H 5.188 -1.048 -0.693 0.0000
H 4.445 0.261 0.363 0.0001
H 4.073 -2.475 0.939 -0.0006
C -3.225 0.519 0.281 0.0000
O -3.561 1.930 0.487 0.0003
O -1.840 0.343 0.823 0.0237
C -4.330 -0.304 1.037 0.0003
F -5.566 0.019 0.550 0.0001
F -4.232 -1.614 0.685 0.0000
F -4.374 -0.252 2.349 0.0000
C -4.611 2.502 -0.397 0.0000
C -3.863 3.507 -1.301 0.0000
H -3.756 4.554 -1.020 0.0000
H -2.821 3.222 -1.449 0.0000
H -4.252 3.528 -2.319 0.0000
H -5.388 3.005 0.178 0.0000
H -5.143 1.761 -0.994 0.0000
H -3.419 0.257 -0.759 0.0001
O 1.319 1.102 0.399 0.0160
H 1.933 1.737 0.768 0.0002
H 1.252 1.344 -0.525 0.0008
O 0.801 1.073 -2.373 -0.0027
H 0.044 1.198 -2.946 0.0000
H 1.548 1.026 -2.970 0.0000
O -0.721 -2.468 1.894 0.0011
H -1.548 -2.427 2.374 0.0002
H -0.130 -2.948 2.474 0.0002
O 0.300 0.018 3.012 0.0029
H 1.208 -0.006 3.316 0.0001
H -0.188 0.393 3.744 0.0002
```

E_LUMO (spin up / spin down) = -0.0122 / -0.0104 Eh
Total charge = 0
F_max = 6.43 eV/Å
Energy = -69039.1540 eV
2S+1 = 2
Gap between HOMO and LUMO (spin up / spin down) = 8.2 / 8.3 eV